# 1
{
  "formula": "C4H16N2O2",
  "method": "ωB97M-V/def2-TZVPD",
  "elements": ["O", "O", "N", "N", "C", "C", "C", "C", "H", "H", "H", "H", "H", "H", "H", "H", "H", "H", "H", "H", "H", "H", "H", "H"],
  "xyz": [[0.6608, 2.4693, 1.5638], [0.6072, -2.6952, -1.9391], [-2.4283, 0.4844, 0.2040], [2.3495, -1.0261, -0.5855], [1.2603, 0.0969, -0.5868], [-0.0315, -0.3850, 0.0735], [-0.9675, 0.8011, 0.2234], [-3.0963, 0.4074, 1.2873], [-0.7328, 1.3143, 1.1518], [-4.1828, 0.3304, 1.2295], [-2.9274, 0.3690, -0.6737], [-0.3200, -1.2322, -0.5443], [0.3013, -0.8585, 1.0004], [-2.5740, 0.5302, 2.2296], [-0.7197, 1.6002, -0.4563], [2.1337, -1.6617, -1.3735], [1.3542, 3.1330, 1.4466], [0.6608, -3.6157, -1.6928], [1.1928, 0.5285, -1.5736], [0.0896, 2.9460, 2.1997], [3.1452, -0.4206, -0.7750], [0.0701, -2.5504, -2.7035], [2.3905, -1.4703, 0.3282], [1.7644, 0.9049, -0.0336]],
  "forces_ev_per_a": [[0.114, 1.193, 0.734], [0.910, 0.900, 1.063], [0.640, 0.114, 0.589], [-1.426, 2.207, -1.056], [1.139, 0.194, 1.264], [1.379, -0.480, -0.851], [-0.226, -0.353, 0.683], [-0.352, 0.480, -0.467], [-0.567, -0.562, 0.064], [0.233, -0.344, 0.160], [0.119, 0.074, -0.159], [-0.876, 0.206, -0.108], [-0.562, 0.375, 0.428], [-0.127, -0.064, 0.037], [-0.484, -0.001, -0.851], [0.096, -0.339, 0.450], [0.228, -0.145, -0.131], [-0.297, -0.593, -0.400], [-0.300, -0.551, -0.632], [0.264, -0.393, -0.222], [0.810, -0.925, 0.092], [-0.490, -0.489, -0.862], [0.278, -0.206, -0.103], [-0.503, -0.298, 0.276]],
  "nbo_charge": [-0.982, -0.994, -0.383, -0.690, -0.201, -0.462, -0.265, 0.155, 0.275, 0.253, 0.450, 0.265, 0.227, 0.232, 0.255, 0.481, 0.504, 0.515, 0.236, 0.494, 0.450, 0.510, 0.444, 0.231],
  "mol_weight_g_mol": 124.184,
  "charge": 2,
  "e_lumo_ev": -7.832,
  "relative_energy_kcal_mol": 32.1
}


# 2
{
  "formula": "C4H9NO3",
  "method": "ωB97M-V/def2-TZVPD",
  "elements": ["O", "O", "O", "N", "C", "C", "C", "C", "H", "H", "H", "H", "H", "H", "H", "H", "H"],
  "xyz": [[-0.4760, -2.9791, -1.3835], [0.8072, 0.1879, 2.5729], [0.4864, 2.5464, -1.4494], [-1.3156, 0.2472, 1.5888], [0.9989, -0.8102, -0.8365], [-0.2074, -0.4081, 2.1564], [-0.9989, -0.1021, 0.3637], [0.1642, 0.1837, -0.4730], [0.2789, 1.0505, -1.1231], [-1.7461, -0.8401, 0.0592], [0.5104, -1.7745, -0.9767], [0.2586, 2.5233, 1.1942], [-0.2436, 3.0230, 1.0433], [-0.2927, -1.5077, 2.2961], [-0.4352, -3.7730, -1.8062], [0.1074, 3.1054, -2.1012], [2.1036, -0.6727, -1.1249]],
  "forces_ev_per_a": [[-0.488, 4.850, 2.384], [-2.657, -1.952, -1.371], [1.560, -1.531, 1.891], [0.766, -2.060, -2.425], [1.574, 3.383, 0.155], [4.595, 2.525, 4.239], [-2.955, 1.475, 1.537], [1.372, -4.827, 0.260], [-0.327, 3.887, -1.614], [-0.005, 0.255, -1.768], [-1.024, -2.896, -0.789], [0.470, -0.392, 0.294], [-0.440, 0.456, -0.108], [-0.232, 0.511, -0.049], [0.849, -3.639, -1.775], [-1.217, 0.249, -1.367], [-1.839, -0.294, 0.505]],
  "nbo_charge": [-0.927, -0.499, -0.852, -0.414, -0.146, 0.459, 0.192, -0.100, 0.345, 0.297, 0.321, -0.012, 0.014, 0.154, 0.440, 0.449, 0.278],
  "mol_weight_g_mol": 119.120,
  "e_lumo_ev": -5.053,
  "relative_energy_kcal_mol": 353.8
}


# 3
{
  "formula": "C23H64N5O7",
  "method": "ωB97M-V/def2-TZVPD",
  "elements": ["O", "O", "O", "O", "O", "O", "O", "N", "N", "N", "N", "N", "C", "C", "C", "C", "C", "C", "C", "C", "C", "C", "C", "C", "C", "C", "C", "C", "C", "C", "C", "C", "C", "C", "C", "H", "H", "H", "H", "H", "H", "H", "H", "H", "H", "H", "H", "H", "H", "H", "H", "H", "H", "H", "H", "H", "H", "H", "H", "H", "H", "H", "H", "H", "H", "H", "H", "H", "H", "H", "H", "H", "H", "H", "H", "H", "H", "H", "H", "H", "H", "H", "H", "H", "H", "H", "H", "H", "H", "H", "H", "H", "H", "H", "H", "H", "H", "H", "H"],
  "xyz": [[-10.1548, 8.6037, -4.6293], [-8.9756, 16.3126, -8.2460], [-1.8628, 9.6678, -9.8330], [-10.0262, 22.2383, -3.2430], [-16.8459, 17.1203, -12.0558], [-0.2450, 19.8915, -7.6920], [-11.0064, 19.8198, -12.0220], [-11.4715, 11.9889, -4.8278], [-15.7784, 15.5996, -9.7063], [-0.4352, 13.1314, -8.9757], [-10.3406, 22.5277, -6.1558], [1.7506, 19.2667, -5.8541], [-0.5358, 20.1170, -6.3264], [-1.3718, 20.1024, -8.5291], [-9.2462, 23.1306, -4.0425], [-9.0137, 8.6824, -3.8075], [-7.8976, 15.9104, -9.0347], [-11.1316, 19.0096, -14.2999], [-10.8402, 10.8921, -4.2077], [-10.5088, 9.8234, -5.2936], [-10.6260, 20.1146, -13.3844], [0.3251, 19.1904, -5.5374], [-9.9782, 22.6447, -1.9350], [-8.1382, 23.5270, -6.3345], [-11.8705, 10.4481, -3.1572], [0.1507, 19.4563, -4.0130], [-1.1132, 10.7474, -9.2520], [-3.2931, 9.8514, -9.7141], [-0.8501, 12.3143, -11.2637], [-15.2473, 15.4958, -11.0943], [-1.2588, 12.1597, -9.7531], [-17.9368, 17.4895, -13.0009], [-16.2844, 15.7901, -12.2329], [-9.0240, 22.5913, -5.5088], [-14.6165, 14.0943, -11.2610], [1.9328, 20.2591, -5.8083], [-15.3325, 13.3123, -11.0080], [-10.9223, 12.4071, -5.5651], [-10.9099, 19.0218, -15.3670], [-8.0990, 23.1254, -7.3471], [-9.7668, 24.0872, -3.9973], [-18.7786, 16.8267, -12.8008], [-11.3629, 9.7017, -5.9598], [-1.1309, 20.0527, -9.5910], [0.6365, 20.4128, -3.8202], [-9.5386, 20.1510, -13.4510], [-12.2573, 11.7179, -5.4016], [-0.5266, 12.9530, -7.9858], [-6.9503, 16.3441, -8.7142], [-2.2637, 12.5377, -9.5650], [-8.6063, 24.5049, -6.4477], [-16.4852, 16.3209, -9.7248], [-18.2315, 18.5349, -12.9092], [-1.3085, 11.5236, -11.8576], [-3.9754, 9.1202, -10.1479], [1.8259, 19.0508, -6.8378], [-2.1650, 19.3550, -8.5091], [-8.1521, 8.9815, -4.4043], [-15.7906, 15.7459, -13.2036], [-10.5439, 23.4223, -6.5782], [-12.7812, 10.0958, -3.6417], [-8.2688, 23.4328, -3.6665], [-14.4498, 16.2384, -11.1194], [-8.8448, 7.7179, -3.3285], [-9.9624, 23.7218, -1.7678], [-10.2996, 22.0415, -7.0402], [-9.6638, 10.1864, -5.8785], [-10.7854, 18.0186, -14.0061], [-10.9082, 22.3866, -1.4284], [-11.0337, 21.1047, -13.5885], [-9.9123, 11.2491, -3.7607], [-3.6161, 9.8952, -8.6740], [-8.6262, 21.5775, -5.5540], [-9.1488, 22.1511, -1.4286], [0.7404, 18.7336, -3.4490], [-16.3408, 14.7893, -9.4890], [-0.7325, 14.0933, -9.0572], [-1.2040, 10.8003, -8.1670], [-14.2477, 13.8872, -12.2656], [-1.0864, 13.3382, -11.5535], [-9.0117, 9.4615, -3.0452], [-17.5469, 17.3124, -14.0032], [-3.5318, 10.7849, -10.2236], [-12.1142, 11.2930, -2.5131], [0.1954, 12.0964, -11.4818], [-10.5908, 19.0025, -11.7374], [-8.1442, 16.3374, -10.0068], [-7.1200, 23.6301, -5.9592], [-17.0422, 15.0118, -12.3222], [-0.0177, 18.1752, -5.7377], [-12.2177, 18.9441, -14.2358], [-11.4728, 9.6114, -2.5829], [-0.2768, 21.1558, -6.1218], [-1.8848, 21.0510, -8.3709], [-0.8651, 19.5278, -3.6242], [-13.7358, 13.8137, -10.6834], [-7.7238, 14.8468, -9.1980], [-1.5746, 19.9330, -6.0522], [-0.1050, 10.3498, -9.3688]],
  "forces_ev_per_a": [[-0.497, -0.428, -0.373], [0.813, -0.924, 0.184], [-1.289, 0.420, 0.074], [0.934, 0.464, -1.537], [-0.894, -0.009, -0.474], [-1.156, -0.206, -0.915], [-0.073, 0.610, -0.705], [-0.446, 2.326, -1.654], [-0.425, 0.050, -0.918], [0.811, -0.989, 0.432], [-0.484, 0.028, -0.556], [-0.564, 0.144, 0.007], [0.294, 0.156, -0.327], [-0.481, 0.007, -0.837], [-0.005, -0.549, -1.347], [0.426, 0.478, -0.463], [-2.298, 1.632, 0.665], [-0.854, -0.515, -0.280], [-0.826, -0.873, -0.564], [0.681, 0.192, 2.283], [0.223, -0.997, 0.711], [-0.262, -0.772, 1.838], [-0.623, -0.185, 1.583], [0.146, -0.268, 0.041], [0.989, -0.752, 0.030], [0.810, 0.247, -0.609], [0.925, -1.116, 0.629], [0.260, 1.029, 0.062], [-0.453, -0.607, 1.013], [0.027, -0.510, 0.550], [0.467, 1.629, -1.432], [1.765, -1.474, 0.881], [0.332, 0.848, 0.139], [-1.173, 1.033, 0.273], [-0.024, -0.337, -0.441], [0.615, 0.345, 0.058], [-0.349, -0.004, -0.157], [0.785, 0.471, 0.191], [0.326, 0.732, -0.041], [0.218, -0.113, -0.014], [-0.379, 0.274, -0.777], [-0.191, 0.080, -0.133], [-0.037, -0.521, 0.221], [0.847, 0.270, 0.105], [-0.046, 0.261, 0.151], [0.162, 0.269, -0.025], [-0.655, -0.482, 0.433], [0.035, -0.255, 0.244], [0.845, 0.167, 0.155], [-0.547, -0.621, -0.696], [0.048, 0.192, 0.305], [0.075, 0.651, 0.144], [0.356, -0.137, 0.428], [-0.800, 0.428, -0.162], [1.011, -0.657, -0.440], [0.195, -0.127, -0.271], [0.068, -0.499, 0.929], [0.385, -0.371, -0.304], [0.425, 0.170, -0.161], [-0.219, 0.868, 0.661], [-0.043, 0.067, -0.127], [0.418, -0.790, 0.713], [-0.076, 0.133, -0.400], [-0.092, 0.034, -0.203], [0.505, 0.371, -0.375], [0.307, -1.136, 0.097], [0.167, 0.064, -0.234], [0.275, 0.084, 0.457], [-0.068, -0.573, -0.033], [-0.056, -0.163, -0.169], [-0.080, -0.041, 0.206], [0.262, 0.291, 0.270], [0.130, 0.049, 0.596], [0.189, 0.224, 0.336], [-0.238, -0.153, -0.024], [0.108, -0.573, -0.020], [-0.309, -0.052, -0.570], [-0.664, -0.298, 0.400], [-0.397, 0.243, -0.374], [-0.083, -0.258, -0.485], [-0.673, -0.028, 0.331], [-0.210, 0.044, -0.218], [-0.299, 0.150, 0.221], [0.075, -0.098, -0.027], [0.333, 0.396, 0.737], [0.138, -0.150, 0.027], [0.692, -0.007, -1.217], [0.038, 0.090, 0.044], [-0.476, -0.062, 0.554], [0.046, -0.142, -0.133], [-0.131, 0.115, 0.087], [-0.154, 0.007, 0.249], [-0.121, 0.328, 0.337], [0.272, 0.311, 0.272], [-0.063, -0.238, -0.290], [-0.060, 0.896, 0.607], [-0.001, -0.888, 0.139], [-0.231, 0.059, -0.293], [0.323, 0.520, -0.296]],
  "mulliken_charge": [-0.358, -0.889, -0.332, -0.316, -0.333, -0.297, -0.512, -0.780, -0.674, -0.777, -0.700, -0.756, -0.661, -0.829, -0.842, -0.749, -0.415, -0.993, 0.332, -0.696, -0.178, 0.285, -0.760, -1.476, -1.262, -1.362, -0.787, -0.699, -1.293, 0.410, 0.595, -0.680, -0.723, 0.490, -1.357, 0.297, 0.317, 0.261, 0.329, 0.394, 0.321, 0.286, 0.371, 0.275, 0.325, 0.233, 0.263, 0.222, 0.123, 0.306, 0.352, 0.271, 0.241, 0.306, 0.279, 0.349, 0.338, 0.333, 0.376, 0.238, 0.302, 0.397, 0.245, 0.243, 0.334, 0.260, 0.361, 0.312, 0.273, 0.257, 0.383, 0.291, 0.400, 0.267, 0.321, 0.261, 0.266, 0.372, 0.353, 0.327, 0.294, 0.281, 0.271, 0.368, 0.354, 0.304, 0.056, 0.367, 0.361, 0.314, 0.244, 0.332, 0.287, 0.312, 0.385, 0.364, 0.132, 0.417, 0.299],
  "mol_weight_g_mol": 522.793,
  "charge": -1,
  "e_lumo_ev": 2.230,
  "relative_energy_kcal_mol": 80.9
}